Computed, not measured: a cluster of 2 separate species, H3N2O2P in total at a distorted geometry, with wB97M-V/def2-TZVPD.

The geometry in XYZ format:
```
8
Properties=species:S:1:pos:R:3
H 0.3168 0.1010 1.0550
N 0.9677 0.7839 0.7536
P 2.1464 0.1952 -0.0009
H 2.9067 1.2802 -0.4525
O -0.8943 -1.2826 0.4918
N -1.9488 -1.2694 0.0038
O -2.0817 -0.2351 -0.8617
H -1.4127 0.4270 -0.9891
```

HOMO-LUMO gap: 8.92 eV
Relative energy (zero: lowest compared OMol25 entry of this formula, charge and spin): 109.3 kcal per mole
SMILES string: [H]/N=P/[H].O=NO
E_tot: -602.987907 a.u.

***

Computed, not measured: a cluster of 2 separate species, H3N2O2P in total at a distorted geometry, with wB97M-V/def2-TZVPD.

The geometry in XYZ format:
```
8
Properties=species:S:1:pos:R:3
N -1.9623 -0.1075 0.1179
N 2.6996 -0.7033 0.2026
O 3.6544 0.0060 0.0580
O 1.5155 -0.4011 0.3866
P -0.8600 1.1324 0.3944
H -2.4908 -0.6631 0.7477
H -1.8360 -0.5352 -0.8133
H -0.7204 1.2717 -1.0939
```

HOMO-LUMO gap (alpha / beta): 9.78 / 5.21 eV
Relative energy (zero: lowest compared OMol25 entry of this formula, charge and spin): 120.7 kcal per mole
E_tot: -602.969660 a.u.

***

Computed, not measured: a cluster of 3 separate species, H3N2O4 in total at a distorted geometry, with wB97M-V/def2-TZVPD.

The geometry in XYZ format:
```
9
Properties=species:S:1:pos:R:3
N 0.8452 1.1364 -0.8338
N -1.3153 -0.7501 -0.0348
O -1.1787 0.3441 -0.6588
O 1.0742 -1.3095 1.3415
O 1.0705 1.2565 -2.0146
O -2.3703 -0.9447 0.5391
H 0.1876 -1.4351 0.9747
H 0.5253 2.1035 -0.4457
H 1.1615 -0.4012 1.1323
```

HOMO-LUMO gap: 8.25 eV
Net charge: -1
Relative energy (zero: lowest compared OMol25 entry of this formula, charge and spin): 0.0 kcal per mole
E_tot: -412.146412 a.u.

***

Which value of relative energy (zero: lowest compared OMol25 entry of this formula, charge and spin) does entry 2 give? 120.7 kcal per mole

***

Look up the E_tot of the first one. -602.987907 a.u.

***

Copy entry 3 word for word.
Computed, not measured: a cluster of 3 separate species, H3N2O4 in total at a distorted geometry, with wB97M-V/def2-TZVPD.

The geometry in XYZ format:
```
9
Properties=species:S:1:pos:R:3
N 0.8452 1.1364 -0.8338
N -1.3153 -0.7501 -0.0348
O -1.1787 0.3441 -0.6588
O 1.0742 -1.3095 1.3415
O 1.0705 1.2565 -2.0146
O -2.3703 -0.9447 0.5391
H 0.1876 -1.4351 0.9747
H 0.5253 2.1035 -0.4457
H 1.1615 -0.4012 1.1323
```

HOMO-LUMO gap: 8.25 eV
Net charge: -1
Relative energy (zero: lowest compared OMol25 entry of this formula, charge and spin): 0.0 kcal per mole
E_tot: -412.146412 a.u.